Record 1
Computed, not measured: C56H43FeN2O6P2S as an isolated structure, with ωB97M-V/def2-TZVPD.

```
111
Properties=species:S:1:pos:R:3:forces:R:3
H -1.778 -2.013 2.396 0.02 0.01 0.00
H -6.289 -0.791 0.516 -0.02 -0.01 0.00
O 3.067 -0.515 -0.331 -0.12 -0.04 0.04
H 2.389 -6.176 1.922 0.00 -0.01 0.00
H -2.106 -3.929 3.873 0.00 0.00 0.01
O 3.364 2.707 -5.279 0.00 -0.02 0.02
C -3.966 1.654 4.241 -0.01 0.01 -0.02
H -3.145 0.003 -2.192 0.00 0.01 -0.01
C 3.608 1.233 -3.466 -0.06 0.02 0.02
N 1.278 -2.276 -1.435 0.07 0.16 0.16
H -2.132 -4.597 -1.008 0.03 0.03 -0.05
H -2.427 -6.497 0.465 0.00 -0.01 0.00
C 0.172 2.448 2.148 0.02 0.03 0.06
H 5.619 1.591 5.023 0.01 0.00 0.01
C 1.411 -2.467 -2.729 -0.04 -0.04 -0.05
C 1.061 5.150 -1.173 0.02 0.01 -0.04
C -5.059 0.625 1.557 0.04 -0.01 0.01
H -0.117 4.062 0.239 0.01 0.00 -0.01
H 0.813 2.960 -4.399 -0.02 0.01 -0.01
P -1.539 -1.609 -0.373 -0.17 -0.02 0.00
H -2.521 4.240 4.236 -0.01 0.00 0.00
H 0.272 5.863 -1.370 0.00 0.02 -0.01
C 2.850 0.745 3.271 -0.01 -0.04 0.02
H -3.777 -0.240 -4.545 0.00 0.01 -0.01
H -1.752 -4.008 -4.707 0.00 -0.01 -0.01
C 3.788 -0.233 -1.349 0.04 -0.01 0.01
C -2.125 -1.887 -2.082 0.04 0.03 0.03
C -1.878 -3.152 0.574 -0.04 0.02 -0.03
C 2.123 -4.508 -1.014 0.04 -0.10 -0.02
C 2.876 1.736 2.290 0.01 -0.08 -0.08
C -5.284 -0.439 0.703 0.01 0.02 0.00
C -1.908 -2.996 1.963 0.07 0.00 0.03
O -1.405 0.854 1.418 0.01 -0.02 -0.02
H 4.217 4.365 -2.106 0.01 0.01 -0.01
C -1.146 1.983 2.147 -0.02 0.01 0.01
H 4.649 1.070 -3.704 0.02 -0.01 0.00
P 1.496 1.761 1.090 -0.16 0.14 0.07
S 1.030 -1.551 1.597 -0.09 -0.04 -0.17
C 3.828 0.695 4.248 0.03 0.03 0.02
H 2.714 3.278 -5.703 -0.01 0.00 -0.01
C 1.470 2.290 -3.859 -0.01 -0.04 0.06
C 3.891 2.686 2.323 0.03 0.06 0.01
C 0.994 1.607 -2.763 -0.02 0.09 -0.01
C -2.270 -5.517 0.896 0.00 0.00 0.01
H 2.764 -6.501 -0.510 0.00 -0.01 -0.01
O -1.240 2.430 -2.730 0.02 -0.01 -0.02
H -4.233 3.784 1.511 0.01 0.00 -0.02
C 1.986 -3.653 -3.251 -0.07 -0.01 0.06
C 1.757 -4.134 1.698 0.00 0.00 0.02
C 0.842 4.128 -0.260 -0.02 -0.02 -0.03
C -2.077 -3.135 -4.155 0.00 0.00 0.00
N 1.766 0.796 -2.054 -0.08 0.01 0.12
C 2.196 -5.375 1.220 0.00 0.00 -0.04
C -0.460 4.184 3.703 0.00 -0.02 -0.02
H -3.126 -2.268 -5.813 0.00 0.00 -0.01
H -2.404 -6.202 2.924 0.00 -0.01 0.01
C 0.497 3.544 2.942 0.01 -0.01 0.03
H 1.731 -0.906 -4.167 0.00 0.04 0.02
C -0.429 1.666 -2.241 -0.03 -0.04 -0.13
H -1.040 -3.724 -2.392 -0.02 -0.04 0.03
C 4.875 2.631 3.302 0.01 0.01 0.01
H -5.903 1.092 2.047 -0.01 0.01 0.01
H -0.196 5.030 4.322 0.01 0.01 0.01
Fe 0.885 -0.301 -0.413 0.39 -0.21 -0.29
C 2.803 2.084 -4.219 0.03 0.00 0.01
H -4.374 4.195 3.225 0.01 0.02 0.01
C -3.777 1.091 1.828 -0.03 -0.03 0.01
H 1.629 -3.988 2.763 0.00 0.00 0.01
C -2.094 -4.080 2.801 0.01 -0.01 0.02
O -0.636 0.815 -1.291 0.10 0.11 0.27
C -2.085 -4.426 0.055 0.02 -0.02 -0.02
C -2.840 -2.158 -4.776 0.01 0.00 -0.01
C 0.904 -1.459 -3.717 0.03 -0.03 -0.06
H 0.203 -0.766 -3.263 -0.04 -0.04 0.00
H 2.453 6.054 -2.531 0.00 0.01 -0.01
C 3.269 4.307 -1.586 0.01 0.01 -0.02
C 2.278 5.250 -1.828 -0.01 0.00 0.01
H 2.117 -3.740 -4.321 -0.01 -0.01 -0.02
C -2.138 2.642 2.872 0.01 0.02 0.02
C -1.701 -2.988 -2.827 -0.02 -0.03 0.02
C 1.499 -3.067 0.861 -0.01 0.02 0.06
H -5.535 3.106 2.494 -0.02 -0.01 0.00
H 1.520 3.898 2.954 0.00 0.00 0.00
H 3.923 3.490 1.603 -0.02 -0.01 -0.03
C 4.850 1.635 4.263 -0.02 -0.02 -0.01
C -2.903 -0.617 0.339 -0.01 -0.01 0.01
C 2.399 -5.561 -0.118 -0.01 0.03 0.00
C 3.046 3.277 -0.689 0.03 -0.02 0.00
C -1.767 3.733 3.649 0.02 0.00 -0.01
C -2.262 -5.352 2.270 -0.02 0.00 -0.01
H 2.743 -5.584 -2.780 0.00 -0.01 0.00
C 3.042 0.625 -2.364 0.10 0.04 -0.06
H 3.794 -0.086 4.996 0.01 -0.01 0.01
C -4.485 3.392 2.497 0.00 -0.01 0.00
H 5.659 3.377 3.308 0.01 0.00 0.01
C -3.586 2.195 2.850 -0.01 0.01 0.01
H 0.382 -1.982 -4.517 0.03 0.00 -0.03
H 2.067 -0.001 3.271 0.04 0.05 0.00
H -3.341 0.801 4.506 0.01 -0.01 0.00
C -2.704 0.467 1.196 -0.03 0.01 -0.02
C 1.836 3.188 0.001 -0.09 -0.03 0.03
O 4.952 -0.528 -1.567 0.02 0.02 -0.03
H 3.821 2.537 -0.528 0.01 -0.01 0.04
C 1.639 -3.267 -0.546 -0.05 0.03 -0.01
H -5.008 1.332 4.254 -0.02 -0.01 0.00
H -3.835 2.425 5.001 0.00 0.01 0.02
C -4.201 -1.061 0.114 -0.03 -0.02 -0.01
C -2.861 -0.892 -2.729 0.01 0.01 0.00
C -3.211 -1.026 -4.063 -0.01 0.00 -0.01
H -4.358 -1.916 -0.531 0.00 0.00 0.00
C 2.324 -4.657 -2.407 0.00 0.01 0.02
```
Forces are in eV/Å.

Results
Energy above the lowest of the compared OMol25 structures with the same formula, charge and spin (eV): 0.0000
E_tot (eV): -137839.936
Kohn-Sham gap (alpha / beta) (Ha): 0.2699 / 0.2367
Lowest unoccupied orbital energy (alpha / beta) (eV): 0.2 / -0.6
Spin multiplicity: 6
Expectation value of S²: 8.76
Charge: 0
E_HOMO (alpha / beta) (eV): -7.12 / -7.03

---

Record 2
Computed, not measured: C56H44N8OPSTa as an isolated structure, with ωB97M-V/def2-TZVPD.

```
112
Properties=species:S:1:pos:R:3:forces:R:3
C -1.449 -3.776 -2.181 0.21 0.03 0.07
H 6.169 2.094 2.115 -0.04 -0.02 0.00
H -4.198 2.972 2.185 0.01 -0.02 -0.04
C -1.683 0.827 4.435 -0.05 0.04 0.09
C 3.807 -2.905 -0.343 0.14 0.06 0.09
C 1.152 0.578 4.560 0.11 0.06 0.06
H -0.333 4.337 3.653 0.02 0.00 -0.03
H 0.844 -7.015 -5.605 -0.02 0.04 0.04
C 0.336 -6.353 -4.915 -0.10 -0.07 -0.08
N -2.245 -1.917 -0.115 0.19 -0.38 -0.23
C 6.091 -2.600 1.152 0.13 -0.10 -0.10
C -1.075 -6.294 -4.945 0.09 -0.08 -0.10
P -0.952 1.574 -1.184 0.08 0.07 -0.01
H 0.097 2.900 2.719 0.03 0.08 0.01
H 4.562 0.691 3.636 0.03 0.07 0.00
C 4.262 1.889 1.199 0.05 0.04 -0.01
C -3.048 -1.380 0.879 0.13 0.49 0.58
C -3.081 -2.698 -0.940 0.32 0.03 -0.01
C 3.795 -2.152 0.827 0.21 -0.06 -0.08
C 0.817 -0.738 2.356 -0.46 0.05 0.11
H -7.692 -1.691 1.343 0.02 0.00 -0.01
C 1.067 -5.595 -4.031 0.07 0.06 0.08
H 0.973 1.715 6.362 -0.03 -0.03 -0.04
H 3.840 2.232 4.099 0.03 -0.05 -0.03
C 4.963 -3.531 -0.794 -0.10 0.00 -0.05
H -0.527 6.474 -1.285 0.02 -0.03 -0.01
H 1.873 4.333 0.604 -0.03 0.01 -0.06
C -4.413 -1.722 0.633 -0.23 -0.06 -0.10
H -1.751 4.392 -0.797 -0.01 -0.01 0.01
N 2.058 -3.680 -1.820 0.07 0.02 0.01
C -4.973 1.469 -0.758 0.01 0.01 0.00
H -5.651 -3.701 -1.863 0.00 0.04 0.05
C 1.644 4.428 2.744 -0.01 0.01 0.00
N -0.314 -3.267 -1.535 -0.17 -0.27 -0.23
H 4.366 0.810 1.058 -0.02 0.01 0.03
C 2.447 -1.680 1.022 -0.21 0.33 0.45
C 4.750 1.767 3.714 0.00 -0.02 0.00
H -1.491 2.333 -3.995 0.03 -0.08 0.00
C -5.581 -1.399 1.330 0.19 0.03 0.05
H 1.708 2.103 -1.960 -0.02 0.03 0.01
C 0.351 -4.760 -3.168 -0.03 -0.03 0.01
C -0.727 4.345 -1.144 0.01 -0.02 -0.03
H 4.581 2.362 0.268 0.01 0.00 0.00
C -5.635 -3.061 -0.990 0.14 -0.03 -0.06
C 4.938 -1.993 1.606 -0.15 0.06 0.04
C -0.040 5.517 -1.427 -0.01 -0.01 0.01
C -6.785 -2.730 -0.310 -0.17 0.06 0.10
H 0.092 -2.343 -3.792 0.01 -0.01 0.02
H 4.963 -4.127 -1.697 0.01 0.03 0.04
C 1.261 5.459 -1.903 0.02 -0.01 0.00
H 1.790 6.376 -2.133 -0.01 -0.02 0.00
H 1.702 5.519 2.795 -0.01 -0.02 -0.01
C 6.102 -3.357 -0.033 0.14 0.02 0.11
H -1.605 -6.913 -5.658 0.02 0.03 0.04
N -2.701 -3.500 -1.893 -0.20 0.09 -0.01
H -1.920 2.723 1.271 -0.03 -0.02 -0.03
C -1.163 1.299 -3.945 0.00 0.06 -0.06
H -5.830 1.115 -1.319 0.03 0.01 0.02
C -5.148 2.060 0.486 0.00 0.01 -0.01
C -0.463 -0.636 -2.567 -0.09 0.05 -0.31
H -1.153 1.016 -6.074 0.01 -0.03 0.04
H 5.118 3.448 2.416 0.02 -0.01 0.02
H -2.866 -5.437 -4.111 0.07 0.00 0.01
C -4.438 -2.538 -0.501 -0.20 0.10 0.10
H 7.008 -2.503 1.719 -0.03 0.00 -0.02
C -6.759 -1.909 0.839 -0.13 -0.11 -0.13
C -1.395 -0.572 2.275 0.29 0.15 0.27
C -1.784 -5.478 -4.093 -0.08 0.06 0.07
H -3.560 0.871 -2.259 0.00 0.02 0.02
H 2.230 0.477 4.600 -0.08 0.02 -0.01
C 1.894 4.232 -2.090 0.00 0.04 -0.01
H 5.543 1.919 4.449 -0.06 0.01 -0.07
C -2.599 1.791 -0.559 -0.07 0.07 0.01
C -0.096 3.116 -1.335 0.09 -0.01 -0.01
S 2.476 2.148 1.396 0.04 -0.01 -0.02
N 1.653 -2.077 -0.053 -0.03 -0.18 -0.06
C -0.952 1.389 5.469 -0.06 0.01 0.00
H 2.910 4.196 -2.461 -0.02 0.01 0.01
H 4.915 -1.422 2.526 -0.01 -0.03 -0.06
H -5.546 -0.779 2.217 0.00 -0.04 -0.05
C -2.776 2.380 0.697 0.02 -0.02 0.02
C -0.966 0.147 3.462 -0.08 -0.14 -0.22
N 2.073 -1.026 2.091 0.43 -0.30 -0.40
C 2.381 3.962 1.493 -0.03 0.02 0.11
C -0.904 0.698 -2.723 0.06 -0.12 0.10
H -0.344 4.410 1.887 0.04 -0.02 0.05
C -0.267 -1.326 -3.776 -0.04 0.05 0.02
C 0.417 0.026 3.522 0.04 -0.11 -0.21
H 7.030 -3.821 -0.345 -0.05 0.02 0.01
H 2.149 -5.639 -3.996 -0.07 0.00 0.00
C -0.965 0.568 -5.107 0.01 -0.05 -0.01
C 5.135 2.357 2.359 -0.01 -0.03 0.04
C -0.498 -0.737 -5.012 -0.04 0.09 -0.04
N -0.288 -1.113 1.627 0.13 0.08 0.29
H -2.762 0.903 4.388 0.06 0.00 0.01
H -1.464 1.928 6.256 0.01 -0.02 -0.03
C 2.456 -2.919 -0.854 -0.14 -0.04 -0.05
C -4.053 2.513 1.215 -0.02 -0.01 0.00
C -1.045 -4.701 -3.198 0.02 -0.08 0.02
C 1.220 3.060 -1.809 -0.01 0.01 -0.01
C 0.443 1.265 5.531 0.09 0.01 0.03
Ta -0.271 -1.457 -0.506 0.14 0.41 0.05
H -6.146 2.171 0.892 0.04 0.00 -0.02
H -7.738 -3.111 -0.653 0.03 0.01 0.01
C -3.698 1.332 -1.287 -0.02 -0.02 0.04
N -2.646 -0.694 1.934 -0.40 -0.33 -0.40
C 0.784 -3.864 -2.139 0.01 -0.06 0.01
H 3.399 4.351 1.472 -0.02 -0.01 0.00
O -0.207 0.545 -0.264 -0.28 0.06 0.03
C 0.182 3.994 2.754 -0.03 -0.05 -0.03
H 2.155 4.043 3.629 -0.01 -0.01 0.00
H -0.314 -1.310 -5.914 -0.01 0.03 0.04
```
Forces are in eV/Å.

Results
Energy above the lowest of the compared OMol25 structures with the same formula, charge and spin (eV): 0.0000
E_tot (eV): -94424.044
Kohn-Sham gap (alpha / beta) (Ha): 0.1714 / 0.1830
Lowest unoccupied orbital energy (alpha / beta) (eV): -6.9 / -6.8
Charge: +2
E_HOMO (alpha / beta) (eV): -11.58 / -11.75

---

> Which of these has the highest charge?

C56H44N8OPSTa

---

> Which value of E_tot does entry 1 give?

-137839.936 eV

---

> Which value of E_tot does entry 1 give?

-137839.936 eV